# C11H26ClNO6P

2 unconnected molecules or ions with the total composition C11H26ClNO6P (ωB97M-V with the def2-TZVPD basis set, the Open Molecules 2025 dataset).

Summary:
LUMO energy ... -3.536 eV
Total charge ... +1
HOMO-LUMO gap ... 8.4 eV

Each line ends with the Löwdin charge.
CARTESIAN COORDINATES (ANGSTROEM)
1 O -2.407776 -0.557853 -1.193686  0.023
2 C -2.269271 -1.906149 -1.599596  -0.324
3 C -0.749125 -2.383454 -1.723722  -0.096
4 C -0.808084 -3.972961 -1.637813  -0.616
5 Cl 0.812776 -4.759370 -1.500628  0.656
6 C -1.637485 -4.460200 -2.926598  -0.352
7 O -1.849192 -5.867043 -2.761042  -0.035
8 C -3.039186 -3.703184 -3.034964  -0.046
9 N -2.901497 -2.214722 -2.915756  0.104
10 H -2.593776 -0.616548 -0.239483  0.132
11 H -2.756244 -2.583266 -0.843511  0.174
12 H -0.084177 -1.906202 -0.962632  0.121
13 H -0.384051 -2.140046 -2.768162  0.137
14 H -1.446478 -4.265920 -0.754759  0.126
15 H -1.033066 -4.287999 -3.869428  0.166
16 H -1.050743 -6.298942 -3.111839  0.106
17 H -3.454578 -3.983264 -4.044707  0.160
18 H -3.789470 -4.063665 -2.282116  0.161
19 H -2.364958 -1.873787 -3.727204  0.198
20 H -3.844836 -1.790586 -2.957781  0.205
21 O 0.393036 2.818160 3.260568  -0.224
22 P 1.307250 2.314724 2.145707  0.678
23 O 2.771549 2.630882 2.840916  -0.216
24 C 3.251269 1.746669 3.850116  -0.288
25 C 3.635243 0.389911 3.284433  -0.087
26 O 1.200796 3.653741 1.168635  -0.233
27 C 0.081584 4.536657 1.274133  -0.306
28 C 0.375265 5.682239 2.226812  -0.071
29 O 2.114119 1.539681 0.851301  -0.206
30 C 1.302524 0.711271 0.010331  -0.303
31 C 0.242870 1.494774 -0.747869  -0.082
32 H 2.500336 1.642339 4.638167  0.111
33 H 4.132548 2.218180 4.289223  0.122
34 H 2.752095 -0.143447 2.917175  0.060
35 H 4.108476 -0.226165 4.050869  0.080
36 H 4.321230 0.499864 2.443816  0.082
37 H -0.814433 3.988894 1.574761  0.098
38 H -0.117942 4.936996 0.276890  0.115
39 H 0.850381 5.349381 3.149979  0.075
40 H -0.541386 6.219014 2.479465  0.080
41 H 1.067600 6.388071 1.761944  0.078
42 H 0.838314 -0.072771 0.620282  0.100
43 H 1.974213 0.225420 -0.701434  0.121
44 H -0.521247 1.881943 -0.067367  0.071
45 H -0.257608 0.859207 -1.481081  0.053
46 H 0.683135 2.349528 -1.262345  0.093

Forces on atoms 1 to 6 (eV/Å):
O -0.328 -1.383 -0.520
C 2.219 -0.251 1.795
C -0.540 -0.867 -0.617
C -1.210 1.138 -0.541
Cl -1.119 0.562 -0.287
C 1.114 -0.232 1.056

=====

# C21H41N5PPdSe

A molecular structure, C21H41N5PPdSe (ωB97M-V with the def2-TZVPD basis set, the Open Molecules 2025 dataset).

Summary:
2S+1 ... 5
Expectation value of S² ... 6.051
LUMO energy (alpha / beta) ... -9.896 / -12.099 eV
Total charge ... +3
HOMO-LUMO gap (alpha / beta) ... 7.9 / 5.7 eV
Energy relative to the best compared isomer or geometry (same formula, charge and spin) ... 5.6 kcal/mol

Each line ends with the Löwdin charge.
CARTESIAN COORDINATES (ANGSTROEM)
1 Pd 1.613958 0.019077 0.531657  0.927
2 N 3.800253 -0.166892 0.363396  -0.048
3 C 4.589028 0.791803 1.193519  -0.213
4 C 4.376222 0.575157 2.682213  -0.168
5 C 3.000912 0.956251 3.203172  -0.208
6 N 1.934917 0.031119 2.722352  -0.030
7 H 4.107255 -1.111326 0.598525  0.112
8 H 4.060508 -0.047803 -0.615168  0.108
9 H 4.286866 1.801408 0.908482  0.104
10 H 5.647068 0.681380 0.953610  0.136
11 H 5.107295 1.186531 3.213291  0.140
12 H 4.616125 -0.458323 2.956951  0.131
13 H 2.728823 1.964411 2.885756  0.114
14 H 3.003232 0.940363 4.294285  0.138
15 H 1.063901 0.236754 3.209034  0.085
16 H 2.177067 -0.920622 3.002574  0.115
17 Se -0.639129 2.175479 1.258812  1.263
18 N 1.036760 2.185710 0.491020  -0.257
19 C 1.249179 3.370577 -0.012384  -0.306
20 C 2.430667 3.813113 -0.681776  -0.009
21 C 2.472239 5.090302 -1.123370  0.018
22 C 1.373303 6.021566 -0.942647  0.019
23 C 0.226242 5.659417 -0.327069  0.028
24 C 0.110728 4.317797 0.150470  -0.311
25 N -0.941776 3.851538 0.773041  -0.149
26 H 3.257886 3.132812 -0.829293  0.110
27 H 3.353781 5.451988 -1.637040  0.137
28 H 1.496500 7.026498 -1.323565  0.138
29 H -0.604401 6.335885 -0.181901  0.142
30 C -3.522309 -1.109997 1.419495  -0.063
31 C -2.288365 -1.936069 1.017030  -0.593
32 C -1.335004 -1.937794 2.223604  -0.075
33 C -2.729179 -3.368833 0.675735  -0.044
34 P -1.456160 -1.159052 -0.475312  1.075
35 N -0.495495 0.056612 0.226588  -0.276
36 C -0.161219 -2.262847 -1.276843  -0.601
37 C 0.633414 -3.026065 -0.206326  -0.076
38 C 0.851114 -1.422329 -2.077700  -0.070
39 C -0.819305 -3.287809 -2.217737  -0.041
40 C -2.645484 -0.387308 -1.692533  -0.603
41 C -3.728450 -1.407166 -2.084783  -0.044
42 C -1.893142 0.063362 -2.956209  -0.065
43 C -3.303147 0.858941 -1.075263  -0.069
44 H -3.899078 -1.532147 2.351449  0.113
45 H -4.330042 -1.168553 0.694988  0.080
46 H -3.285180 -0.061799 1.610884  0.079
47 H -1.856000 -2.432638 3.043917  0.113
48 H -1.115461 -0.918771 2.553698  0.061
49 H -0.405324 -2.477596 2.063767  0.061
50 H -3.329791 -3.733424 1.510729  0.116
51 H -1.892417 -4.056276 0.557418  0.077
52 H -3.356293 -3.417249 -0.213909  0.084
53 H 1.146306 -2.360086 0.511328  0.042
54 H 1.409298 -3.601949 -0.711446  0.111
55 H 0.035701 -3.724320 0.375238  0.079
56 H 1.332732 -0.626687 -1.464703  0.023
57 H 0.446475 -0.926949 -2.951336  0.076
58 H 1.651253 -2.086807 -2.405465  0.112
59 H -1.544399 -3.917939 -1.705923  0.085
60 H -0.036340 -3.941116 -2.606631  0.114
61 H -1.303336 -2.817750 -3.071762  0.079
62 H -3.320434 -2.329467 -2.496994  0.079
63 H -4.338488 -0.948600 -2.864225  0.115
64 H -4.394095 -1.653685 -1.260801  0.078
65 H -1.502718 -0.764143 -3.544942  0.076
66 H -1.091633 0.771210 -2.734645  0.089
67 H -2.615171 0.581994 -3.586700  0.110
68 H -3.947599 0.643878 -0.227932  0.068
69 H -3.930502 1.299457 -1.850404  0.113
70 H -2.570162 1.615826 -0.793270  0.044

Forces on atoms 1 to 6 (eV/Å):
Pd 0.256 0.201 0.205
N -0.028 -0.001 -0.041
C 0.020 0.039 0.002
C -0.033 0.008 -0.020
C 0.004 0.017 -0.014
N -0.117 -0.115 0.057

=====

# C3H7O2S2

A gas-phase ion, C3H7O2S2 (charge -1) (ωB97M-V with the def2-TZVPD basis set, the Open Molecules 2025 dataset).

Summary:
Structure (SMILES) ... CC(C)S(=O)(=O)[S-]
LUMO energy ... 3.799 eV
Total charge ... -1
HOMO-LUMO gap ... 7.6 eV
Energy relative to the best compared isomer or geometry (same formula, charge and spin) ... 7.4 kcal/mol

Each line ends with the Löwdin charge.
CARTESIAN COORDINATES (ANGSTROEM)
1 C 1.052998 -1.057669 -0.340688  -0.128
2 C 0.170571 0.161021 -0.444110  -0.532
3 C 0.557563 1.295892 0.468485  -0.144
4 S -1.496559 -0.417221 0.110446  0.225
5 O -1.374657 -0.677001 1.537024  -0.441
6 O -1.785741 -1.589133 -0.704551  -0.457
7 S -2.847270 1.200433 -0.343498  -0.028
8 H 2.054669 -0.871599 -0.736004  0.072
9 H 1.131852 -1.356463 0.703373  0.077
10 H 0.591134 -1.874734 -0.891926  0.064
11 H 0.024339 0.475484 -1.475752  0.107
12 H 0.394115 0.972041 1.496065  0.069
13 H -0.077453 2.158018 0.279109  0.045
14 H 1.604439 1.580929 0.342022  0.070

Forces on atoms 1 to 6 (eV/Å):
C 0.194 -0.195 -0.077
C -0.787 -0.169 0.340
C 0.163 0.217 0.027
S -1.515 1.528 -0.930
O 0.078 0.121 0.129
O -0.004 0.013 -0.097

=====

# C3H10N2O2

2 unconnected molecules or ions with the total composition C3H10N2O2 (ωB97M-V with the def2-TZVPD basis set, the Open Molecules 2025 dataset).

Summary:
Structure (SMILES) ... NCCC(N)=O.O
LUMO energy ... 0.517 eV
HOMO-LUMO gap ... 10.0 eV
Energy relative to the best compared isomer or geometry (same formula, charge and spin) ... 20.2 kcal/mol

Each line ends with the Löwdin charge.
CARTESIAN COORDINATES (ANGSTROEM)
1 N -1.985611 0.252795 0.518167  0.001
2 C -0.621047 0.475915 0.887359  -0.277
3 C 0.219992 0.743092 -0.401621  -0.118
4 C 1.631634 1.177753 -0.126904  -0.551
5 N 2.628491 0.319734 -0.529354  0.152
6 O 1.910994 2.206826 0.459683  0.049
7 H -2.568410 1.012534 0.823534  0.068
8 H -2.442814 -0.580126 0.869353  0.063
9 H -0.495027 1.346426 1.511319  0.106
10 H -0.087129 -0.346419 1.370969  0.118
11 H -0.293707 1.460385 -1.032806  0.121
12 H 0.240897 -0.218247 -0.919653  0.088
13 H 3.541235 0.738683 -0.537514  0.102
14 H 2.472077 -0.406310 -1.198932  0.087
15 O -1.687369 -2.890049 -0.776807  -0.063
16 H -1.550385 -2.897892 0.179135  0.029
17 H -0.913826 -2.395101 -1.095934  0.027

Forces on atoms 1 to 6 (eV/Å):
N -1.007 -0.363 0.106
C 1.606 0.462 -0.824
C -0.315 -0.881 0.305
C 0.331 0.191 0.161
N -0.073 0.328 0.072
O -0.231 -0.096 -0.075

=====

# C3H8NO

A gas-phase ion, C3H8NO (charge +1) (ωB97M-V with the def2-TZVPD basis set, the Open Molecules 2025 dataset).

Summary:
Structure (SMILES) ... C[NH2+]CC=O
LUMO energy ... -4.058 eV
Total charge ... +1
HOMO-LUMO gap ... 11.4 eV
Energy relative to the best compared isomer or geometry (same formula, charge and spin) ... 25.5 kcal/mol

Each line ends with the Löwdin charge.
CARTESIAN COORDINATES (ANGSTROEM)
1 C 1.533650 -0.521407 -1.371098  0.024
2 N 0.337623 0.161133 -0.732425  0.004
3 C 0.466006 0.237710 0.837278  -0.027
4 C -0.990508 0.077428 1.252309  -0.149
5 O -1.785066 0.089094 0.322572  0.052
6 H 2.384438 -0.048230 -1.028596  0.069
7 H 1.512077 -1.519461 -0.949277  0.111
8 H 1.613573 -0.405092 -2.454298  0.116
9 H 0.215161 1.174036 -1.015918  0.205
10 H -0.578974 -0.272634 -0.989893  0.158
11 H 0.999632 -0.617102 1.379224  0.172
12 H 1.023763 1.074079 0.946204  0.096
13 H -1.307387 0.011334 2.348018  0.168

Forces on atoms 1 to 6 (eV/Å):
C -1.482 -0.052 0.009
N 1.042 0.668 0.090
C -1.644 -4.341 -1.298
C -1.382 1.493 -0.425
O -0.092 -0.487 2.109
H 1.820 1.031 1.064

=====

| no. | calculated total energy (eV) | largest force on an atom (hartree/bohr) |
| --- | --- | --- |
| 1 | -47407.234 | 0.1743 |
| 2 | -107978.161 | 0.0075 |
| 3 | -28991.674 | 0.0456 |
| 4 | -10348.612 | 0.0362 |
| 5 | -6770.064 | 0.0937 |